1.
C4H5NO2 | ωB97M-V/def2-TZVPD

Properties
2S+1 ... 1
Maximum force ... 4.1 eV Å⁻¹
Frontier orbital gap ... 9.648 eV
Relative energy (zero: lowest compared OMol25 entry of this formula, charge and spin) ... 36.64 kcal/mol
SMILES ... CC=C=N.O=C=O

CARTESIAN COORDINATES (ANGSTROEM)
C -1.2529 -0.9750 0.6948
C -1.1295 -0.0360 -0.5146
C -0.4156 1.0350 -0.6458
N 0.5423 1.7640 -0.7905
H -0.5972 -0.7101 1.5821
H -1.0098 -1.8369 0.1021
H -2.2025 -0.9801 1.1461
H -1.9860 0.0027 -1.1788
H 0.4397 2.5993 -0.2973
O 2.6999 -0.1365 -1.1405
C 2.5474 -0.2824 -0.0376
O 2.3643 -0.4441 1.0800

2.
C4H12O3S | ωB97M-V/def2-TZVPD

Properties
2S+1 ... 1
Maximum force ... 3.7 eV Å⁻¹
Frontier orbital gap ... 9.361 eV
Relative energy (zero: lowest compared OMol25 entry of this formula, charge and spin) ... 24.98 kcal/mol
SMILES ... O=CCCCS.O.O

CARTESIAN COORDINATES (ANGSTROEM)
O 1.8622 -2.3251 0.5063
C 0.7677 -2.5698 0.0533
C -0.4106 -1.6489 0.0131
C -0.0261 -0.1666 -0.2830
C -0.9455 0.8585 0.4317
S -0.1323 1.5563 1.8871
H 0.6480 -3.6288 -0.3578
H -0.9821 -1.8236 0.8784
H -1.1284 -1.8919 -0.6738
H 1.0331 0.0114 -0.1286
H -0.0689 0.0488 -1.3377
H -1.9524 0.4941 0.5646
H -1.2194 1.7328 -0.3637
H 1.0192 0.9222 1.5633
O -5.0185 0.1606 -3.2217
H -4.6414 0.3872 -2.3928
H -4.7518 -0.7301 -3.5013
O 4.2801 1.7050 -0.4708
H 3.9837 2.6804 -0.5019
H 4.8748 1.7328 0.2560

3.
C5H5PS | ωB97M-V/def2-TZVPD

Properties
2S+1 ... 1
Maximum force ... 4.2 eV Å⁻¹
Frontier orbital gap (alpha / beta) ... 6.904 / 6.904 eV
Relative energy (zero: lowest compared OMol25 entry of this formula, charge and spin) ... 97.72 kcal/mol
SMILES ... C=CC1=C[C@H]1P=S

CARTESIAN COORDINATES (ANGSTROEM)
C -2.4196 -0.2960 0.6867
C -1.3853 0.4827 0.5611
C -0.2596 0.0132 -0.0704
C 0.6965 -0.6210 -0.5790
C 1.5844 0.2869 0.1153
P 3.1697 0.5789 -0.5682
S 3.2576 0.0143 -2.5921
H -3.0673 0.2366 1.3624
H -2.9733 -1.0795 0.1099
H -1.3861 1.3335 1.2003
H 0.9597 -0.9910 -1.4719
H 1.8233 0.0414 1.2458

4.
C5H8N2 | ωB97M-V/def2-TZVPD

Properties
2S+1 ... 1
Maximum force ... 2.2 eV Å⁻¹
Frontier orbital gap (alpha / beta) ... 9.977 / 6.190 eV
Relative energy (zero: lowest compared OMol25 entry of this formula, charge and spin) ... 129.37 kcal/mol

CARTESIAN COORDINATES (ANGSTROEM)
C 1.0178 1.7909 -1.0526
N 0.3392 0.8045 -0.2389
C -0.7458 0.1167 -0.5387
C -0.9953 -0.6856 0.5934
C -1.2198 -2.0335 0.5024
C -0.1891 -0.0742 1.6210
N 0.6362 0.7841 1.1141
H 2.0627 1.8068 -0.7505
H 0.5674 2.7775 -0.9069
H 0.9377 1.4933 -2.0977
H -1.0371 -0.0479 -1.5659
H 1.5696 -1.2481 -0.3262
H -1.6356 -2.4688 -0.4000
H -1.1819 -2.6725 1.3787
H -0.1261 -0.3433 2.6677

5.
C2H3N | ωB97M-V/def2-TZVPD

Properties
2S+1 ... 1
Maximum force ... 3.0 eV Å⁻¹
Frontier orbital gap ... 12.552 eV
Relative energy (zero: lowest compared OMol25 entry of this formula, charge and spin) ... 4.37 kcal/mol
SMILES ... CC#N

CARTESIAN COORDINATES (ANGSTROEM)
C -0.5077 0.0558 0.0166
C 0.9869 0.0962 -0.0220
N 2.1352 0.0146 0.0085
H -0.7853 -0.4680 0.8865
H -0.9870 1.0066 -0.1199
H -0.8421 -0.7052 -0.7697

6.
C18H10BrClHgN2O6 | ωB97M-V/def2-TZVPD

Properties
2S+1 ... 2
Maximum force ... 0.4 eV Å⁻¹
Frontier orbital gap (alpha / beta) ... 7.520 / 7.863 eV
Relative energy (zero: lowest compared OMol25 entry of this formula, charge and spin) ... 0.00 kcal/mol
<S²> ... 0.753
Total charge ... -1

CARTESIAN COORDINATES (ANGSTROEM)
Hg 0.4370 0.2581 -0.3877
O -3.8158 -3.1083 -3.4062
C -4.4098 -1.9770 -3.1014
O -5.5464 -1.7250 -3.4319
C -3.6105 -0.9867 -2.3147
C -4.0962 0.2176 -1.8445
Cl -5.6719 0.8556 -1.8834
N -3.0900 0.8676 -1.2154
N -1.9675 0.1276 -1.2496
C -2.2574 -0.9846 -1.8868
C -1.1632 -2.0225 -2.0078
O -1.4761 -3.1086 -2.5351
O -0.0434 -1.7306 -1.5383
C -3.0953 2.1172 -0.5253
C -3.5922 3.2528 -1.1461
C -3.5663 4.4583 -0.4628
C -3.0326 4.5245 0.8175
C -2.5204 3.3815 1.4142
C -2.5561 2.1641 0.7501
H -2.8271 -3.1078 -3.1235
H -3.9773 3.1985 -2.1545
H -3.9563 5.3485 -0.9383
H -3.0093 5.4692 1.3449
H -2.0927 3.4231 2.4070
H -2.1495 1.2741 1.2162
Br 5.7041 -0.2517 5.0925
C 3.9286 -0.1655 4.4147
C 2.8684 -0.4671 5.2525
C 1.5793 -0.3964 4.7499
C 1.3391 -0.0343 3.4277
C 2.4248 0.2639 2.6150
C 3.7250 0.2003 3.0975
C -0.1148 0.0364 2.9591
O -0.9804 -0.1449 3.8043
O -0.3551 0.3057 1.7280
H 3.0492 -0.7524 6.2795
H 0.7246 -0.6236 5.3723
H 2.2579 0.5621 1.5889
H 4.5657 0.4341 2.4591

7.
C5H9NO | ωB97M-V/def2-TZVPD

Properties
2S+1 ... 1
Maximum force ... 0.5 eV Å⁻¹
Frontier orbital gap ... 10.433 eV
Relative energy (zero: lowest compared OMol25 entry of this formula, charge and spin) ... 41.96 kcal/mol
SMILES ... C=NC[C@H](C)C=O

CARTESIAN COORDINATES (ANGSTROEM)
C -0.2167 1.7712 -2.2099
N 0.2793 0.9093 -1.4321
C -0.5089 0.4831 -0.2807
C 0.0843 -0.8013 0.2920
C -0.5267 -1.1610 1.6508
C 1.5818 -0.6303 0.4660
O 2.3813 -1.5281 0.3643
H 0.3702 2.1159 -3.0625
H -1.2146 2.2121 -2.0769
H -1.5716 0.3441 -0.5310
H -0.4606 1.2726 0.4837
H -0.0611 -1.6302 -0.4099
H -0.3348 -0.3716 2.3888
H -0.0971 -2.0924 2.0311
H -1.6118 -1.2883 1.5725
H 1.9069 0.3950 0.7538

8.
C31H83NO10 | ωB97M-V/def2-TZVPD

Properties
2S+1 ... 1
Maximum force ... 3.0 eV Å⁻¹
Frontier orbital gap ... 9.557 eV
Relative energy (zero: lowest compared OMol25 entry of this formula, charge and spin) ... 14.13 kcal/mol
SMILES ... COC[C@H](C)N.CC(C)O.CC(C)O.CC(C)O.CC(C)O.CC(C)O.CC(C)O.CC(C)O.CC(C)O.CC(C)O

CARTESIAN COORDINATES (ANGSTROEM)
C -0.3873 -4.7076 0.5697
O -1.0785 -4.8504 1.7323
C -2.2776 -5.5721 1.5771
C -3.0958 -5.5261 2.8393
C -3.5530 -4.0944 3.1236
N -2.2731 -6.1487 3.9025
H -0.1646 -5.6767 0.1130
H 0.5251 -4.1159 0.8414
H -0.8927 -4.0851 -0.1677
H -2.8835 -5.0848 0.8209
H -2.1522 -6.5859 1.2712
H -3.9753 -6.1352 2.6952
H -4.2232 -3.9976 3.9506
H -4.2002 -3.8244 2.3461
H -2.7781 -3.3243 3.3568
H -1.5040 -5.5634 4.1196
H -2.8496 -6.3660 4.6996
C 1.9794 5.0251 -4.7125
C 2.5293 5.6444 -3.4366
C 1.5175 5.5819 -2.3258
O 3.7337 4.9601 -3.2118
H 2.5475 5.3323 -5.5552
H 0.9037 5.2715 -4.9112
H 1.9645 3.8798 -4.7016
H 2.7706 6.7188 -3.5632
H 1.9122 5.9984 -1.3987
H 1.2354 4.5391 -2.1730
H 0.6388 6.1700 -2.5724
H 4.5171 5.5404 -3.1361
C 3.8401 1.1233 -4.1032
C 4.7811 1.5654 -3.0292
C 6.0755 2.2312 -3.5402
O 4.0973 2.4331 -2.0785
H 4.3530 0.4325 -4.7858
H 3.5235 1.9770 -4.7271
H 2.9614 0.6032 -3.6320
H 5.0425 0.7204 -2.4120
H 5.8216 3.0730 -4.1990
H 6.6166 1.5236 -4.1396
H 6.6401 2.4750 -2.6259
H 3.9552 3.2963 -2.5470
C -1.7705 5.3020 -0.2842
C -2.8310 4.4146 0.4233
C -4.2048 4.8260 0.0059
O -2.7873 3.0330 0.0395
H -1.9316 5.3922 -1.4008
H -0.7813 4.8477 -0.1511
H -1.8789 6.3800 0.1189
H -2.7561 4.4382 1.5063
H -4.9800 4.1895 0.3850
H -4.2832 4.9313 -1.0676
H -4.4654 5.8483 0.4032
H -1.9870 2.5636 0.1877
C -4.1850 -1.0323 -1.8925
C -5.2526 -2.0474 -2.1873
C -4.9457 -3.2625 -1.2848
O -6.5578 -1.5676 -1.8748
H -4.4186 -0.5659 -0.9206
H -3.9992 -0.2668 -2.6344
H -3.1989 -1.5210 -1.7457
H -5.2778 -2.4457 -3.2240
H -5.5580 -4.1083 -1.4980
H -5.1182 -2.9468 -0.2426
H -3.9301 -3.6621 -1.4518
H -6.5743 -0.5939 -1.8968
C -2.8506 0.8078 2.7004
C -3.9913 0.0558 1.9264
C -5.0856 -0.5562 2.8165
O -4.6039 0.9848 1.1230
H -2.1387 0.1409 3.2344
H -3.3665 1.4949 3.4216
H -2.2436 1.4322 2.0303
H -3.4958 -0.7071 1.3266
H -5.3830 0.2570 3.4193
H -4.7556 -1.3545 3.4328
H -5.9724 -0.8252 2.2414
H -3.9522 1.3639 0.4966
C 3.8107 0.9351 1.1424
C 2.9391 1.9690 1.8444
C 2.5694 3.1697 1.0758
O 1.7333 1.3309 2.3286
H 4.7650 1.3845 0.8042
H 3.3624 0.4310 0.2542
H 4.0578 0.1529 1.8400
H 3.4518 2.3423 2.7547
H 3.5146 3.6316 0.7727
H 2.0283 3.9074 1.6644
H 1.9823 2.9528 0.1540
H 1.9580 0.5038 2.7854
C 0.5865 -2.5841 3.6156
C 2.0483 -2.4341 4.0585
C 2.9616 -3.5626 3.6169
O 2.5227 -1.2119 3.4786
H -0.1367 -1.9623 4.1882
H 0.2396 -3.6345 3.6841
H 0.4547 -2.2421 2.5981
H 2.0649 -2.4542 5.1406
H 2.5707 -4.5492 3.9071
H 3.8748 -3.4212 4.2276
H 3.3292 -3.6423 2.5881
H 3.4631 -1.1249 3.7073
C 2.5679 -1.8558 -2.0832
C 3.2513 -3.1151 -1.5853
C 3.9284 -2.9003 -0.2773
O 2.1578 -4.0461 -1.5925
H 3.3590 -1.1477 -2.2581
H 1.8920 -1.4226 -1.3637
H 2.0815 -2.1426 -3.0127
H 4.0337 -3.3507 -2.2941
H 3.3255 -2.4918 0.5511
H 4.8425 -2.2963 -0.5429
H 4.3779 -3.7947 0.1294
H 2.4680 -4.8836 -1.2231
C -0.8885 -0.4838 -0.2957
C 0.1159 0.7269 -0.4587
C -0.0139 1.3832 -1.8851
O -0.1597 1.7871 0.4727
H -0.7251 -1.2927 -1.0346
H -1.8742 -0.0769 -0.4578
H -0.8581 -0.9350 0.7162
H 1.1222 0.3904 -0.2633
H -0.9910 1.8305 -1.9705
H 0.1789 0.7244 -2.7355
H 0.7210 2.1491 -1.8243
H 0.2534 1.6584 1.3022

9.
C4H9N3O | ωB97M-V/def2-TZVPD

Properties
2S+1 ... 1
Maximum force ... 0.6 eV Å⁻¹
Frontier orbital gap ... 10.203 eV
Relative energy (zero: lowest compared OMol25 entry of this formula, charge and spin) ... 30.80 kcal/mol
SMILES ... NC(N)=O.C=CN=C

CARTESIAN COORDINATES (ANGSTROEM)
N 1.8807 1.9875 -0.9002
C 1.4636 0.7523 -1.3277
N 2.1184 -0.3022 -0.6816
O 0.6227 0.5770 -2.1814
H 2.8382 2.0654 -0.5927
H 1.5582 2.7678 -1.4470
H 2.0517 -0.2957 0.3271
H 1.7649 -1.1763 -1.0494
C -2.3254 -0.6978 -0.0935
C -1.8162 -0.0583 0.9539
N -0.9591 -0.6771 1.8939
C -1.4006 -1.6765 2.5199
H -1.9673 -1.6919 -0.3149
H -2.9712 -0.1728 -0.7799
H -1.8732 1.0114 1.1047
H -0.7898 -2.1890 3.2573
H -2.4032 -2.0827 2.3551

10.
H11O5 | ωB97M-V/def2-TZVPD

Properties
2S+1 ... 1
Maximum force ... 9.1 eV Å⁻¹
Frontier orbital gap ... 11.837 eV
Relative energy (zero: lowest compared OMol25 entry of this formula, charge and spin) ... 58.55 kcal/mol
Total charge ... +1

CARTESIAN COORDINATES (ANGSTROEM)
O -0.5472 0.2948 -0.2269
H 0.3598 0.6868 -0.6399
H -0.6142 -0.6322 -0.0219
H -0.9332 0.8518 0.4781
O -0.5702 1.8908 2.0691
H -0.5792 1.3558 2.9871
H -0.6172 2.7558 2.1651
O 2.3448 0.1228 0.0851
H 3.2108 -0.1112 -0.2739
H 2.5518 0.9058 0.6201
O -0.9032 -2.2022 0.8631
H -1.7762 -2.5722 0.4561
H -0.2702 -2.8932 0.6301
O -0.3742 0.1418 -3.1919
H -1.2512 0.0198 -3.0009
H -0.0312 -0.6152 -2.9979

11.
C2H7NO4 | ωB97M-V/def2-TZVPD

Properties
2S+1 ... 1
Maximum force ... 3.5 eV Å⁻¹
Frontier orbital gap ... 9.975 eV
Relative energy (zero: lowest compared OMol25 entry of this formula, charge and spin) ... 74.35 kcal/mol
SMILES ... O=C(O)CO.NO

CARTESIAN COORDINATES (ANGSTROEM)
O -0.4762 2.0384 -0.0336
C 0.4328 1.3169 -0.3678
O 1.6603 1.3926 0.1707
C 0.3584 0.0221 -1.5258
O 0.6597 -1.1544 -0.9409
H 2.0992 0.5392 -0.0055
H -0.6484 0.1488 -1.9384
H 1.1132 0.2813 -2.2785
H 0.0858 -1.3008 0.0520
N -0.6312 -0.9904 1.3141
O -1.9981 -0.5886 1.2662
H -0.5788 -1.7398 2.0024
H -0.0890 -0.1572 1.6247
H -1.9878 0.1920 0.6603

12.
C15H20MgN2O2 | ωB97M-V/def2-TZVPD

Properties
2S+1 ... 1
Maximum force ... 6.9 eV Å⁻¹
Frontier orbital gap (alpha / beta) ... 6.539 / 5.520 eV
Relative energy (zero: lowest compared OMol25 entry of this formula, charge and spin) ... 113.41 kcal/mol

CARTESIAN COORDINATES (ANGSTROEM)
C 2.9472 1.8700 -1.2241
C 1.0893 2.5394 -1.1806
H 2.8408 1.7176 -0.1642
H 2.1263 2.6919 -1.6876
H 3.8607 2.5007 -1.3586
H 0.1336 3.1613 -1.1618
H 1.2933 2.5128 -0.0806
H 0.8947 1.5194 -1.4183
C 1.2445 -1.2160 1.4747
C 1.9631 -2.4142 1.4926
C 1.4221 -3.5366 0.8399
C 0.2073 -3.3971 0.1082
H 1.6350 -0.3404 1.9944
H 2.9177 -2.5199 2.0140
H 1.9088 -4.5133 0.8434
H -0.2655 -4.2286 -0.4368
N 0.0671 -1.0760 0.8128
C -0.4410 -2.1374 0.0870
C -1.6683 -1.8307 -0.7060
N -2.1723 -0.5570 -0.6132
C -3.2020 -0.1544 -1.3756
C -3.4286 -2.3544 -2.2767
C -3.8539 -1.0357 -2.2178
H -3.5081 0.8788 -1.2940
H -4.6794 -0.7057 -2.8126
C -2.3228 -2.7455 -1.5320
H -1.9211 -3.7489 -1.5440
H -3.9169 -3.0807 -2.9086
Mg -1.3184 0.4435 0.9694
C 3.1214 0.5112 -1.8784
H 2.1572 0.0293 -2.1288
H 3.7427 -0.1502 -1.2199
H 3.6120 0.6912 -2.8562
C -0.7040 3.5349 3.3366
C -1.2403 2.1776 3.4310
O -1.2831 1.5330 4.4639
O -1.5999 1.7378 2.2408
H 0.3585 3.5499 3.2257
H -0.8921 4.0807 4.2196
H -1.1256 4.0617 2.5222

13.
C16H29FN2O7S | ωB97M-V/def2-TZVPD

Properties
2S+1 ... 1
Maximum force ... 0.4 eV Å⁻¹
Frontier orbital gap ... 10.541 eV
SMILES ... [H]/N=C(/C)C[C@@]1(CCF)OS(=O)(=O)O[C@H]1CCCC(=O)OCC.CNC(C)=O

CARTESIAN COORDINATES (ANGSTROEM)
H 0.0339 -0.3476 -0.2028
N 0.8860 -0.2676 0.3523
C 1.0125 0.8933 0.8371
C 2.2422 1.2342 1.6302
C 0.0200 2.0280 0.5951
C -1.3103 1.8697 1.3228
C -1.1072 2.0252 2.8545
C -1.7646 1.0494 3.8098
F -1.2647 -0.2392 3.6055
O -2.1163 3.0197 0.8627
S -3.6654 2.7247 0.9830
O -4.2503 2.8630 -0.3056
O -4.2181 3.4009 2.1030
O -3.5142 1.1935 1.3739
C -2.2205 0.6899 0.9153
C -2.2814 0.3107 -0.5706
C -2.0134 -1.1846 -0.8513
C -3.2337 -1.9213 -1.4401
C -3.2722 -3.3622 -0.9777
O -3.3134 -3.7114 0.1692
O -3.2552 -4.2215 -2.0117
C -3.2956 -5.6188 -1.6666
C -3.2957 -6.4133 -2.9515
H 2.0040 1.5693 2.6415
H 2.7785 2.0336 1.1109
H 2.8838 0.3546 1.6759
H 0.4522 2.9654 0.9568
H -0.1585 2.1603 -0.4741
H -1.4751 3.0230 3.1110
H -0.0398 2.0205 3.0705
H -2.8488 1.0159 3.7086
H -1.5175 1.3297 4.8356
H -2.0401 -0.1930 1.5227
H -1.6133 0.9426 -1.1594
H -3.2838 0.5639 -0.9159
H -1.7008 -1.6946 0.0641
H -1.1840 -1.2845 -1.5566
H -4.1605 -1.4493 -1.1051
H -3.2038 -1.9024 -2.5289
H -4.1868 -5.8147 -1.0672
H -2.4277 -5.8503 -1.0451
H -4.1726 -6.1819 -3.5578
H -3.3131 -7.4790 -2.7132
H -2.4008 -6.2092 -3.5412
C 7.7874 2.6147 -1.4431
N 6.4695 3.0232 -1.0050
C 5.3771 2.2461 -0.7921
C 5.5137 0.7599 -1.0320
O 4.3234 2.7383 -0.4203
H 8.5442 2.8700 -0.6997
H 8.0536 3.0959 -2.3856
H 7.8116 1.5402 -1.5941
H 6.3091 4.0027 -0.8280
H 4.5541 0.2976 -0.8201
H 5.7885 0.5525 -2.0669
H 6.2741 0.3244 -0.3827

14.
C10H27AgF3O3SSi4Te | ωB97M-V/def2-TZVPD

Properties
2S+1 ... 1
Maximum force ... 0.5 eV Å⁻¹
Frontier orbital gap ... 7.138 eV
Total charge ... -1

CARTESIAN COORDINATES (ANGSTROEM)
Ag 2.1273 2.4899 -1.2216
C -1.0611 1.0235 3.2985
Si -1.7389 0.7075 1.5821
C -3.4186 -0.1261 1.7530
C -1.9969 2.3663 0.7507
Si -0.2375 -0.5913 0.3645
Te 1.9873 0.4525 0.3652
Si -0.9821 -0.9051 -1.8205
C -1.3327 0.7467 -2.6356
C -2.5499 -1.9398 -1.9082
C 0.3512 -1.7698 -2.8114
Si 0.1247 -2.6485 1.4141
C 1.3847 -3.6262 0.4316
C -1.4227 -3.7049 1.5803
C 0.8109 -2.3602 3.1349
H -1.7031 1.7380 3.8235
H -0.0495 1.4321 3.2471
H -1.0176 0.1042 3.8869
H -4.0906 0.5126 2.3359
H -3.3394 -1.0890 2.2633
H -3.8825 -0.3053 0.7798
H -2.5843 3.0156 1.4078
H -2.5314 2.2638 -0.1956
H -1.0427 2.8566 0.5438
H -2.2194 1.2242 -2.2135
H -1.5007 0.6021 -3.7075
H -0.4913 1.4331 -2.5108
H -3.3852 -1.4684 -1.3848
H -2.4056 -2.9336 -1.4787
H -2.8340 -2.0633 -2.9587
H 1.3085 -1.2546 -2.7031
H 0.0790 -1.7860 -3.8715
H 0.4925 -2.8006 -2.4785
H 0.9803 -3.9519 -0.5293
H 1.6852 -4.5155 0.9952
H 2.2719 -3.0211 0.2320
H -1.8687 -3.9331 0.6098
H -2.1875 -3.2195 2.1912
H -1.1576 -4.6525 2.0612
H 1.6489 -1.6598 3.1034
H 1.1633 -3.3046 3.5622
H 0.0536 -1.9451 3.8038
F 4.6160 6.6517 -2.0765
C 4.8541 5.5037 -1.4298
F 4.2227 5.5540 -0.2508
F 6.1689 5.4303 -1.1924
S 4.2883 4.0644 -2.4151
O 4.9695 4.1997 -3.6707
O 2.8226 4.2828 -2.4714
O 4.6201 2.9205 -1.5858